(1)
DFT (ωB97M-V/def2-TZVPD) results for a single CH5N3 molecule in a non-equilibrium geometry.

The value obtained for the gap between HOMO and LUMO is 0.365 hartree. For the LUMO energy, the calculation gives 0.77 eV. As for the SMILES: [H]/N=C\NN. The energy relative to the best compared isomer or geometry (same formula, charge and spin) comes out at 3.310 eV.

XYZ file:
```
9
CH5N3 (ωB97M-V/def2-TZVPD)
H 1.05979 -1.50135 -0.41373
N 1.70062 -0.66645 -0.11769
C 1.03740 0.52205 -0.03305
N -0.33823 0.63167 -0.32344
N -0.95495 -0.72433 -0.04596
H 1.41860 1.56512 0.38048
H -1.01754 1.34416 0.13140
H -1.76035 -0.44166 -0.50905
H -1.14533 -0.72920 0.93105
```

***

(2)
DFT (ωB97M-V/def2-TZVPD) results for 2 unconnected molecules or ions with the total composition C3H3N3O in a non-equilibrium geometry.

The value obtained for the gap between HOMO and LUMO is 0.362 hartree. For the LUMO energy, the calculation gives 0.29 eV. As for the SMILES: N=C=CC=O.N#N. The energy relative to the best compared isomer or geometry (same formula, charge and spin) comes out at 1.412 eV.

XYZ file:
```
10
C3H3N3O (ωB97M-V/def2-TZVPD)
N -1.55618 -1.16305 1.02698
C -1.02870 -0.31871 0.33458
C -0.63832 0.76488 -0.32604
C 0.70578 1.32338 -0.54498
O 0.91707 2.41649 -1.02693
H -1.53714 -2.15638 0.79771
H -1.47891 1.25605 -0.79565
H 1.52477 0.63214 -0.30048
N 1.08739 -1.68250 0.42075
N 2.00424 -1.07230 0.41407
```

***

(3)
DFT (ωB97M-V/def2-TZVPD) results for a molecular structure, C7H16N2O.

The value obtained for the gap between HOMO and LUMO is 0.259 hartree. For the LUMO energy, the calculation gives 0.80 eV. The energy relative to the best compared isomer or geometry (same formula, charge and spin) comes out at 4.727 eV.

XYZ file:
```
26
C7H16N2O (ωB97M-V/def2-TZVPD)
C -0.48384 -1.02171 0.24399
C -1.51014 -0.03877 0.52740
C -0.11451 -2.02992 1.30266
C -0.68386 1.98257 -1.33685
C 1.53861 0.55596 1.38992
N -0.26344 1.41990 -0.05055
C 0.88535 0.45108 0.02288
N -0.64330 -1.54823 -1.08647
C 1.73233 0.35541 -1.07216
O -2.57057 0.06242 -0.29295
H -2.30234 -0.50239 -1.06055
H -0.18030 2.15293 0.65157
H -1.72418 0.27526 1.54180
H -0.75586 -2.55640 -1.09343
H 0.20890 -1.32256 -1.62080
H -0.18781 -1.61923 2.31187
H -0.75541 -2.92046 1.26669
H 0.91718 -2.36637 1.15015
H -0.83877 1.17603 -2.04973
H 0.05778 2.67000 -1.74164
H -1.63522 2.49525 -1.19140
H 2.07874 1.50319 1.47660
H 2.25632 -0.25205 1.52995
H 0.81234 0.50474 2.20488
H 1.42232 0.58899 -2.08029
H 2.73966 -0.01566 -0.94355
```

***

(4)
DFT (ωB97M-V/def2-TZVPD) results for a single C3H5NO3 molecule in a non-equilibrium geometry.

The value obtained for the gap between HOMO and LUMO is 0.383 hartree. For the LUMO energy, the calculation gives -0.08 eV. As for the SMILES: O=NOC[C@H]1CO1. The energy relative to the best compared isomer or geometry (same formula, charge and spin) comes out at 5.814 eV.

XYZ file:
```
12
C3H5NO3 (ωB97M-V/def2-TZVPD)
O -0.13252 -2.39416 -2.07932
N 0.19939 -1.85075 -1.05273
O -0.98790 -1.36439 -0.28633
C -0.55613 -0.57610 0.81535
C -0.39085 0.81568 0.30217
C 0.95776 1.34988 -0.08203
O 0.11423 0.93670 -1.15224
H 0.37164 -0.96260 1.25946
H -1.34403 -0.60328 1.57704
H -1.18846 1.49594 0.56833
H 1.83398 0.73500 0.10492
H 1.12287 2.41808 0.02538
```

***

(5)
DFT (ωB97M-V/def2-TZVPD) results for a single C6H16N2 molecule.

The value obtained for the gap between HOMO and LUMO is 0.351 hartree. For the LUMO energy, the calculation gives 1.16 eV. As for the SMILES: CCN[C@H](CC)CN. The energy relative to the best compared isomer or geometry (same formula, charge and spin) comes out at 0.679 eV.

XYZ file:
```
24
C6H16N2 (ωB97M-V/def2-TZVPD)
C 0.31708 -3.08419 1.47911
C -0.18855 -2.04320 0.49686
N 0.29807 -0.71889 0.85279
C -0.06269 0.34881 -0.07751
C 1.08477 0.70756 -1.00992
C 0.72243 1.77000 -2.06012
C -0.61986 1.57957 0.66219
N -2.07287 1.68396 0.49919
H -0.17146 -2.98380 2.44867
H 0.08785 -4.08270 1.10150
H 1.39750 -3.01272 1.61179
H 0.12220 -2.33279 -0.52089
H -1.27982 -2.02424 0.50207
H 1.29066 -0.78855 1.03650
H -0.86610 -0.06946 -0.68556
H 1.42895 -0.18253 -1.53865
H 1.94682 1.01982 -0.41147
H -0.30585 1.61535 -2.38548
H 1.30867 1.60584 -2.96571
H 0.86205 2.80087 -1.73570
H -0.42145 1.44244 1.71992
H -0.09317 2.47935 0.33513
H -2.32225 1.87705 -0.46061
H -2.46294 2.39244 1.10591
```

***

(6)
DFT (ωB97M-V/def2-TZVPD) results for a molecular structure, C31H32N6O7V in a non-equilibrium geometry.

The value obtained for the gap between HOMO and LUMO (alpha / beta) is 0.200 / 0.258 hartree. For the LUMO energy (alpha / beta), the calculation gives -0.30 / -0.29 eV. As for the spin multiplicity: 4. The energy relative to the best compared isomer or geometry (same formula, charge and spin) comes out at 1.607 eV.

XYZ file:
```
77
C31H32N6O7V (ωB97M-V/def2-TZVPD)
V 0.03828 -0.50608 -0.03840
C -2.35094 -2.55248 -3.49837
O -1.97628 -1.29633 -4.05952
C -0.59362 -1.14131 -4.10005
C 0.06277 -1.16403 -5.30645
C 1.45689 -1.06611 -5.34272
C 2.16860 -1.03994 -4.16634
C 1.52098 -1.02303 -2.91858
C 2.25968 -1.24519 -1.71239
N 1.71972 -1.28685 -0.52172
N 2.52532 -1.68847 0.50314
C 1.91833 -1.53065 1.66238
O 0.77148 -0.95015 1.75326
C 2.60464 -2.02904 2.87753
C 3.91507 -2.50862 2.80546
C 4.55679 -2.95079 3.94858
C 3.89524 -2.92660 5.17059
C 2.58989 -2.46611 5.24393
C 1.94377 -2.01625 4.10238
C 0.09619 -0.94089 -2.88000
O -0.56212 -0.73056 -1.78147
H -3.43485 -2.62390 -3.57864
H -2.05014 -2.62482 -2.44967
H -1.89164 -3.37182 -4.05622
H -0.51374 -1.26863 -6.21709
H 1.97154 -1.05919 -6.29420
H 3.25259 -1.04898 -4.18665
H 3.32026 -1.47664 -1.77843
H 4.39955 -2.51970 1.84048
H 5.57644 -3.31087 3.89611
H 4.39979 -3.26529 6.06700
H 2.07788 -2.45444 6.19812
H 0.92572 -1.65007 4.14138
C -1.36031 3.93380 1.23449
C -1.10563 2.53251 1.71815
C -0.65253 2.37053 3.14331
O -1.25529 1.57249 0.99429
H -0.43470 4.51194 1.26885
H -2.08737 4.42158 1.88626
H -1.73747 3.91758 0.21420
H -1.49005 2.57433 3.81448
H 0.14180 3.07939 3.38090
H -0.30798 1.34983 3.30524
O -3.74684 0.57375 -2.34446
C -4.71961 -0.34878 -1.91648
N -5.34794 0.11871 -0.71320
C -5.01316 -0.14600 0.58588
O -5.64678 0.32967 1.50856
C -3.86474 -1.08290 0.83922
C -4.00190 -2.17431 1.68803
C -2.89463 -2.97890 1.91219
C -1.68563 -2.64913 1.33035
N -1.53674 -1.58010 0.54097
C -2.61816 -0.82929 0.29089
H -3.17341 0.14868 -3.01060
H -4.28257 -1.33063 -1.72002
H -5.49702 -0.45896 -2.67893
H -6.04589 0.83950 -0.81606
H -4.95451 -2.38732 2.15467
H -2.96839 -3.85061 2.54729
H -0.80389 -3.25334 1.49862
H -2.47881 0.00659 -0.38230
N 4.14110 5.17388 -0.27345
C 2.94365 4.97262 -0.89135
O 2.43720 5.81612 -1.60469
C 2.29031 3.65585 -0.63892
C 1.32006 3.21226 -1.53473
C 0.71001 1.99407 -1.33950
N 0.99735 1.18323 -0.30027
C 1.91039 1.63018 0.58235
C 2.56770 2.83437 0.45360
H 4.63114 6.02694 -0.47966
H 4.64156 4.43150 0.17662
H 1.06388 3.83725 -2.37903
H -0.04658 1.63654 -2.02496
H 2.10263 0.98778 1.43017
H 3.26569 3.13064 1.22555
```

***

(7)
DFT (ωB97M-V/def2-TZVPD) results for 2 unconnected molecules or ions with the total composition CH6N4O2 in a non-equilibrium geometry.

The value obtained for the gap between HOMO and LUMO (alpha / beta) is 0.266 / 0.266 hartree. For the LUMO energy (alpha / beta), the calculation gives 0.47 / 0.47 eV. The energy relative to the best compared isomer or geometry (same formula, charge and spin) comes out at 7.055 eV.

XYZ file:
```
13
CH6N4O2 (ωB97M-V/def2-TZVPD)
C -0.34256 -0.55604 -0.15099
N -1.12371 -0.85245 0.96264
N -2.35136 0.38324 -0.48462
N 1.17874 1.41230 0.16130
N 0.63372 -1.46776 -0.52457
O -1.09965 0.03314 -1.07354
O -2.00995 0.28295 0.86425
H -1.27655 -1.90554 1.11809
H 0.91875 2.42828 0.73597
H 2.27421 1.48617 0.30152
H 1.05785 1.81689 -0.70639
H 0.85976 -1.40549 -1.43404
H 1.28076 -1.65569 0.23038
```

***

(8)
DFT (ωB97M-V/def2-TZVPD) results for a single C17H24N2O2 molecule.

The value obtained for the gap between HOMO and LUMO is 0.303 hartree. For the LUMO energy, the calculation gives 0.78 eV. As for the SMILES: CCNC(=O)N1c2ccc(OCC)cc2C(C)=CC1(C)C. The energy relative to the best compared isomer or geometry (same formula, charge and spin) comes out at 1.297 eV.

XYZ file:
```
45
C17H24N2O2 (ωB97M-V/def2-TZVPD)
C 3.76060 2.97714 -1.78128
C 3.19340 2.73671 -0.38639
N 2.24157 1.65267 -0.38033
C 2.44382 0.50311 0.31494
O 3.46122 0.28401 0.93841
N 1.38948 -0.40643 0.19507
C 0.06615 0.01510 0.34606
C -0.25269 1.21302 0.98546
C -1.56018 1.63322 1.09725
C -2.60280 0.85922 0.58834
O -3.85707 1.37222 0.76517
C -4.97113 0.70713 0.21094
C -5.08958 0.90500 -1.29830
C -2.30005 -0.35604 -0.00750
C -0.98206 -0.78918 -0.12784
C -0.64301 -2.08524 -0.70688
C -1.67953 -2.85164 -1.47186
C 0.58427 -2.56621 -0.51334
C 1.66898 -1.84861 0.24694
C 3.00319 -2.15899 -0.43948
C 1.70058 -2.32644 1.70741
H 4.25672 2.08046 -2.14357
H 4.48228 3.78875 -1.75401
H 2.96635 3.24170 -2.47670
H 2.71202 3.64989 -0.01598
H 3.98996 2.44998 0.30356
H 1.40292 1.75436 -0.92855
H 0.53156 1.81541 1.41749
H -1.80097 2.55849 1.59556
H -4.95244 -0.36083 0.46363
H -5.83214 1.16025 0.71076
H -4.22509 0.49295 -1.81312
H -5.14966 1.96625 -1.52609
H -5.98708 0.41333 -1.66372
H -3.08437 -0.99752 -0.37253
H -1.23430 -3.72877 -1.93423
H -2.11898 -2.23053 -2.25094
H -2.47688 -3.18437 -0.80788
H 0.85745 -3.53753 -0.89879
H 3.83092 -1.72247 0.10940
H 3.14302 -3.23614 -0.48268
H 3.00351 -1.76366 -1.45385
H 1.88216 -3.39712 1.75153
H 2.49376 -1.80596 2.23780
H 0.74866 -2.10981 2.18864
```

***

(9)
DFT (ωB97M-V/def2-TZVPD) results for a molecular structure, C13H10Cl2I2MnNO2S.

The total charge is +2. The value obtained for the gap between HOMO and LUMO (alpha / beta) is 0.207 / 0.251 hartree. For the LUMO energy (alpha / beta), the calculation gives -8.90 / -7.79 eV. As for the spin multiplicity: 5. The energy relative to the best compared isomer or geometry (same formula, charge and spin) comes out at 0.000 eV.

XYZ file:
```
32
C13H10Cl2I2MnNO2S (ωB97M-V/def2-TZVPD)
Mn 0.69004 -1.24905 0.69755
Cl -2.11991 4.63469 3.80802
C -1.52221 3.34574 2.84243
C -1.73906 3.36974 1.45470
C -1.27615 2.36405 0.63607
Cl -1.54815 2.42816 -1.06796
C -0.57542 1.28426 1.17290
O -0.12711 0.33874 0.35393
C -0.37647 1.25481 2.57080
C 0.26716 0.16051 3.15685
O 0.68572 -0.86025 2.53226
C -0.84849 2.30253 3.40101
H -2.28531 4.19689 1.01874
H 0.43304 0.15204 4.23525
H -0.68036 2.26453 4.46994
I 2.58201 -3.17143 0.96336
C 3.00560 -3.92502 2.94747
I 2.70014 -2.70147 4.61762
H 4.06142 -4.15569 2.87232
H 2.38983 -4.81148 3.02099
S 0.17670 -2.25016 -1.26666
C -0.03648 -1.23138 -2.67559
N -1.30315 -1.00571 -3.08859
C -1.61290 -0.36460 -4.22956
C -0.60875 0.10804 -5.03606
C 0.70890 -0.08183 -4.63700
C 0.99730 -0.75103 -3.45416
H -2.05519 -1.36679 -2.51195
H -2.66443 -0.24935 -4.44949
H -0.85305 0.60664 -5.96221
H 1.51878 0.28535 -5.25389
H 2.01596 -0.92147 -3.13910
```